[1]
A molecular structure, ClZn at a distorted geometry, computed with ωB97M-V/def2-TZVPD.

```
! RIJCOSX wB97M-V def2-TZVPD def2/J DEFGRID3
* xyz 1 1
Zn 0.80557 -0.09062 -0.43751
Cl -0.80557 0.09062 0.43751
*
```

highest occupied orbital energy	-17.79	eV
DFT total energy	-2239.1637	Eh
relative energy (zero: lowest compared OMol25 entry of this formula, charge and spin)	0.557	eV
Kohn-Sham gap	8.960	eV


[2]
A molecular structure, CoF6N3O12S6 at a distorted geometry, computed with ωB97M-V/def2-TZVPD.

```
! RIJCOSX wB97M-V def2-TZVPD def2/J DEFGRID3
* xyz -1 4
Co -0.40197 0.61661 0.29368
N -1.32826 -0.75468 -0.67918
S -2.42641 -0.49536 -1.73732
O -3.79631 -0.46335 -1.32817
O -2.06200 -0.81947 -3.12914
F -2.14987 1.09120 -1.64222
S -1.69544 -2.39785 -0.88256
O -1.21844 -3.01435 -2.06797
O -2.77673 -3.04157 -0.10701
F -0.56193 -2.88561 0.13753
N 0.44556 -0.42407 1.72440
S -0.26891 -1.33637 3.02766
O -0.41501 -0.62688 4.23020
O -0.09120 -2.76961 3.09796
F -1.71516 -1.34374 2.31764
S 1.76310 -0.60359 2.42817
O 2.54732 -1.84155 2.39892
O 1.97188 0.33520 3.52697
F 2.59594 0.26812 1.30950
N 0.60496 1.88778 -0.74754
S 1.45664 1.42384 -2.14992
O 2.88719 1.21408 -2.03386
O 0.69048 1.67328 -3.38747
F 0.96783 -0.16277 -1.94627
S 1.23499 3.24170 -0.87609
O 0.69617 4.11376 -1.82649
O 2.57732 3.35084 -0.38034
F 0.46827 3.76441 0.42892
*
```

highest occupied orbital energy (spin up / spin down)	-8.91 / -8.89	eV
DFT total energy	-5438.0362	Eh
Kohn-Sham gap (spin up / spin down)	8.894 / 8.477	eV


[3]
A molecular structure, CrF2P at a distorted geometry, computed with ωB97M-V/def2-TZVPD.

```
! RIJCOSX wB97M-V def2-TZVPD def2/J DEFGRID3
* xyz 1 5
F 1.52656 -0.98219 0.23823
P 1.00123 0.53084 0.43107
F -1.97935 -0.31000 0.53122
Cr -1.16756 0.35455 -0.93169
*
```

highest occupied orbital energy (spin up / spin down)	-14.96 / -15.09	eV
DFT total energy	-1585.1950	Eh
Kohn-Sham gap (spin up / spin down)	6.978 / 7.022	eV


[4]
A molecular structure, CsH4O2, computed with ωB97M-V/def2-TZVPD.

```
! RIJCOSX wB97M-V def2-TZVPD def2/J DEFGRID3
* xyz 1 1
Cs -3.81860 25.30016 26.91549
O -6.42022 26.24836 27.49234
H -6.99898 25.67855 26.96932
H -6.63248 27.14901 27.20825
O -4.16848 28.19910 26.88941
H -3.80107 28.69338 27.63734
H -3.56977 28.37764 26.15261
*
```

highest occupied orbital energy	-15.96	eV
DFT total energy	-172.8266	Eh
relative energy (zero: lowest compared OMol25 entry of this formula, charge and spin)	0.268	eV
Kohn-Sham gap	12.249	eV


[5]
A molecular structure, CsIK6 at a distorted geometry, computed with ωB97M-V/def2-TZVPD.

```
! RIJCOSX wB97M-V def2-TZVPD def2/J DEFGRID3
* xyz 6 1
Cs 14.26141 20.03380 -35.42200
K 13.44074 24.59859 -39.61708
K 17.94114 24.25203 -39.68368
K 18.02837 22.13178 -35.93667
K 17.02470 21.18454 -42.99279
K 11.10290 19.00670 -38.94257
K 16.61583 16.40192 -38.91893
I 15.51124 20.30037 -39.32474
*
```

highest occupied orbital energy	-25.63	eV
DFT total energy	-3915.1045	Eh
Kohn-Sham gap	8.090	eV


[6]
A molecular structure, Cu2F at a distorted geometry, computed with ωB97M-V/def2-TZVPD.

```
! RIJCOSX wB97M-V def2-TZVPD def2/J DEFGRID3
* xyz 3 3
Cu -0.37197 -0.93916 -1.28838
Cu 0.38308 0.95932 1.39654
F -0.01111 -0.02017 -0.10816
*
```

highest occupied orbital energy (spin up / spin down)	-33.17 / -32.80	eV
DFT total energy	-3379.0980	Eh
relative energy (zero: lowest compared OMol25 entry of this formula, charge and spin)	0.577	eV
Kohn-Sham gap (spin up / spin down)	14.207 / 9.562	eV


[7]
A molecular structure, Cu2N4O16P at a distorted geometry, computed with ωB97M-V/def2-TZVPD.

```
! RIJCOSX wB97M-V def2-TZVPD def2/J DEFGRID3
* xyz -2 4
Cu -11.15883 15.84772 -5.42424
Cu -13.92497 14.51130 -9.05029
P -10.82839 15.86704 -8.71572
O -10.65563 17.37030 -8.84610
O -12.33483 15.83907 -8.98353
O -10.42100 15.59133 -7.31945
O -9.80596 15.05431 -9.60475
N -13.09480 14.16573 -6.28684
O -13.48533 13.41640 -7.18779
O -12.19021 13.95833 -5.43914
O -13.38075 15.27020 -6.40727
N -11.87507 12.35942 -2.81970
O -11.02890 11.46766 -2.47015
O -11.79234 13.51555 -2.41347
O -12.76604 11.96751 -3.63127
N -11.94030 19.03789 -6.38950
O -12.50160 18.05532 -6.77377
O -11.90146 19.54626 -5.23717
O -11.45617 19.63796 -7.35331
N -11.29854 12.31439 -9.55237
O -10.57736 12.46448 -8.54244
O -10.90693 11.62062 -10.49339
O -12.35038 12.84680 -9.69223
*
```

highest occupied orbital energy (spin up / spin down)	-2.40 / -2.39	eV
DFT total energy	-5044.5986	Eh
Kohn-Sham gap (spin up / spin down)	6.324 / 2.765	eV


[8]
A molecular structure, F10N5Na2O20S10 at a distorted geometry, computed with ωB97M-V/def2-TZVPD.

```
! RIJCOSX wB97M-V def2-TZVPD def2/J DEFGRID3
* xyz -3 1
Na 0.57934 -19.45773 -6.53271
Na -0.47546 -16.99397 -5.47364
N 1.82306 -17.76483 -5.51789
S 2.48404 -18.09590 -3.98354
O 2.09950 -17.28495 -2.79992
O 3.75808 -18.83263 -3.99502
F 1.47014 -19.31227 -3.90795
S 2.93470 -16.75849 -5.84891
O 4.14063 -17.26241 -6.46559
O 3.01738 -15.63150 -4.92451
F 2.02471 -16.05057 -7.01557
N 2.39404 -23.69059 -4.53096
S 1.39926 -23.00119 -3.37205
O 0.07913 -22.59494 -3.87942
O 1.87690 -22.37438 -2.18580
F 0.93889 -24.40231 -2.64585
S 2.78593 -22.30994 -4.97961
O 3.89756 -21.69634 -4.27629
O 1.94996 -21.47296 -5.80836
F 3.66421 -23.05610 -6.14962
N -1.55963 -19.04883 -5.62350
S -2.84649 -19.82553 -6.42527
O -3.54478 -18.81975 -7.25099
O -3.65138 -20.84916 -5.79180
F -1.88144 -20.52390 -7.52559
S -2.34978 -19.01760 -4.30746
O -2.14865 -20.28047 -3.54656
O -3.65101 -18.33574 -4.18765
F -1.38190 -17.91036 -3.64101
N -0.47329 -16.06234 -10.25788
S -1.31078 -16.99414 -9.18317
O -2.74948 -16.87396 -9.28244
O -0.65784 -17.34684 -7.93861
F -0.98682 -18.41326 -9.96332
S -0.68213 -14.81266 -9.52443
O -0.12139 -14.47035 -8.27137
O -1.98914 -14.26009 -9.87715
F 0.30494 -14.11505 -10.51587
N 1.49552 -19.42654 -11.60524
S 2.99604 -19.58098 -11.70631
O 3.44139 -20.63815 -12.58176
O 3.79645 -19.17601 -10.52018
F 3.10420 -18.25578 -12.70417
S 1.43980 -20.46161 -10.22269
O 1.02066 -19.80938 -8.97133
O 2.33306 -21.61727 -10.15620
F 0.04668 -21.19590 -10.61276
*
```

highest occupied orbital energy	-3.19	eV
DFT total energy	-7083.6781	Eh
relative energy (zero: lowest compared OMol25 entry of this formula, charge and spin)	6.637	eV
Kohn-Sham gap	7.807	eV


Which value of DFT total energy does entry 3 give?
-1585.1950 Eh